# 1
C17H24F24N6O16S8 | ωB97M-V/def2-TZVPD

Structure (XYZ):
```
95
Properties=species:S:1:pos:R:3
N -1.97 0.71 -1.84
H -1.20 0.14 -2.16
H -2.52 0.24 -1.14
H -2.49 0.92 -2.68
H -1.55 1.59 -1.57
C 5.31 2.93 6.41
C 4.05 2.11 6.51
C 2.90 2.95 7.10
N 1.51 2.35 7.23
C 0.74 3.23 8.29
C -0.78 2.93 8.37
C -1.49 3.09 6.99
C -0.71 2.19 5.88
C 0.82 2.38 5.85
C 1.57 0.89 7.75
H 5.72 3.07 7.41
H 5.11 3.84 5.85
H 6.09 2.39 5.88
H 4.39 1.26 7.10
H 3.73 1.78 5.52
H 2.76 3.91 6.61
H 3.17 3.16 8.14
H 0.86 4.27 8.00
H 1.27 3.02 9.22
H -1.26 3.61 9.07
H -0.97 1.91 8.72
H -1.53 4.13 6.69
H -2.51 2.71 7.04
H -1.11 2.31 4.87
H -1.03 1.17 6.12
H 1.03 3.39 5.50
H 1.15 1.66 5.10
H 2.35 0.91 8.51
H 2.06 0.22 7.05
H 0.59 0.54 8.09
C -2.69 3.45 -7.82
F -1.63 3.65 -7.06
F -3.83 3.88 -7.27
F -2.58 3.95 -9.06
S -2.95 1.57 -8.18
O -3.80 1.54 -9.38
O -1.59 1.06 -8.42
N -3.62 0.89 -6.66
S -4.19 -0.38 -7.39
O -5.43 -0.15 -8.05
O -3.25 -1.22 -8.13
C -4.64 -1.56 -5.86
F -5.20 -2.64 -6.40
F -3.52 -1.92 -5.16
F -5.49 -0.95 -5.06
C 6.28 -10.01 -6.40
F 7.48 -9.66 -6.73
F 6.20 -11.36 -6.38
F 5.97 -9.45 -5.22
S 4.95 -9.45 -7.72
O 5.57 -9.76 -8.99
O 3.78 -10.29 -7.41
N 4.93 -7.72 -7.55
S 3.57 -7.51 -6.90
O 2.43 -7.75 -7.77
O 3.39 -8.06 -5.56
C 3.64 -5.51 -6.79
F 4.55 -5.16 -5.90
F 3.77 -4.98 -8.01
F 2.38 -5.21 -6.34
C -2.56 5.78 -0.81
F -2.94 7.00 -1.20
F -3.18 5.34 0.32
F -2.63 5.02 -1.87
S -0.67 6.09 -0.31
O -0.22 7.38 -0.84
O -0.69 6.05 1.15
N 0.10 4.65 -0.92
S 1.55 5.14 -1.18
O 1.63 6.07 -2.32
O 2.31 5.56 -0.03
C 2.48 3.48 -1.67
F 3.70 3.75 -2.21
F 2.70 2.79 -0.52
F 1.77 2.81 -2.62
C -0.87 -3.41 1.04
F -1.20 -3.25 -0.22
F -0.13 -4.49 1.21
F -0.31 -2.34 1.55
S -2.53 -3.77 2.08
O -2.82 -5.11 1.72
O -2.08 -3.50 3.44
N -3.54 -2.48 1.57
S -4.92 -3.13 2.02
O -5.54 -4.04 1.00
O -5.05 -3.60 3.42
C -6.00 -1.50 2.04
F -5.84 -0.93 3.23
F -5.78 -0.68 1.11
F -7.28 -1.85 1.95
```

Summary:
Maximum force in Eh/bohr: 0.10507
Net charge: -2

Partial atomic charges computed with the Mulliken method, in multiples of e: N -0.411; H 0.384; H 0.349; H 0.364; H 0.299; C -1.443; C -0.168; C -0.794; N 0.140; C -0.536; C -0.636; C -0.747; C -0.838; C -0.574; C -0.933; H 0.349; H 0.370; H 0.398; H 0.327; H 0.364; H 0.400; H 0.401; H 0.401; H 0.432; H 0.373; H 0.285; H 0.347; H 0.386; H 0.467; H 0.352; H 0.401; H 0.370; H 0.396; H 0.361; H 0.348; C 0.608; F -0.187; F -0.224; F -0.205; S 1.019; O -0.600; O -0.628; N -0.458; S 1.009; O -0.626; O -0.619; C 0.587; F -0.214; F -0.232; F -0.224; C 0.659; F -0.222; F -0.234; F -0.224; S 0.956; O -0.666; O -0.565; N -0.419; S 1.078; O -0.656; O -0.632; C 0.574; F -0.207; F -0.216; F -0.226; C 0.643; F -0.215; F -0.201; F -0.191; S 0.887; O -0.576; O -0.628; N -0.299; S 0.922; O -0.618; O -0.631; C 0.555; F -0.213; F -0.216; F -0.212; C 0.617; F -0.223; F -0.209; F -0.218; S 0.920; O -0.570; O -0.638; N -0.319; S 0.969; O -0.635; O -0.616; C 0.633; F -0.248; F -0.225; F -0.235

# 2
C17H24F6N6O10PdS3Se | ωB97M-V/def2-TZVPD

Structure (XYZ):
```
68
Properties=species:S:1:pos:R:3
Pd -0.39 1.91 -0.63
C -0.88 5.52 -2.40
N -1.90 4.57 -2.00
C -3.08 4.93 -1.41
C -3.85 3.82 -1.35
N -3.14 2.80 -1.94
C -3.62 1.44 -2.02
C -1.90 3.23 -2.28
Se -0.61 2.33 -3.31
H -0.61 6.14 -1.55
H -1.27 6.14 -3.22
H -0.01 4.97 -2.74
H -3.24 5.91 -1.00
H -4.79 3.64 -0.88
H -3.85 1.09 -1.01
H -2.82 0.82 -2.42
H -4.50 1.41 -2.67
F 1.57 3.11 1.00
C 1.03 3.21 -0.23
F 0.76 4.53 -0.40
F 2.06 2.95 -1.10
S -1.52 2.51 1.22
O -2.78 1.80 0.93
O -1.62 3.96 1.35
N -1.05 1.85 2.63
S 0.17 2.12 3.53
O 0.54 3.49 3.79
O 1.26 1.18 3.38
C -0.60 1.57 5.11
F -0.90 0.26 5.10
F -1.71 2.24 5.41
F 0.26 1.76 6.13
C 2.45 -5.59 -2.54
C 1.52 -5.01 -1.48
S 2.39 -4.82 0.05
O 3.53 -3.96 -0.19
O 2.62 -6.13 0.61
C 1.22 -3.95 1.09
C 1.88 -2.96 2.05
N 2.04 -1.66 1.45
C 0.99 -0.86 1.10
N 1.38 0.14 0.33
C 2.72 0.03 0.20
C 3.16 -1.07 0.89
N 4.50 -1.46 1.13
O 5.36 -0.93 0.45
O 4.73 -2.20 2.08
C -0.38 -1.05 1.62
H 1.89 -5.75 -3.46
H 2.87 -6.54 -2.23
H 3.26 -4.89 -2.75
H 0.69 -5.68 -1.27
H 1.12 -4.03 -1.75
H 0.69 -4.74 1.63
H 0.53 -3.44 0.41
H 2.85 -3.31 2.40
H 1.23 -2.84 2.92
H 3.32 0.75 -0.33
H -0.37 -0.97 2.71
H -0.80 -2.01 1.31
H -1.03 -0.27 1.23
C -2.38 -1.92 -2.50
C -1.27 -1.46 -1.55
O -0.50 -2.33 -1.10
O -1.25 -0.23 -1.31
H -2.30 -2.98 -2.74
H -2.34 -1.33 -3.42
H -3.36 -1.74 -2.04
```

Summary:
Maximum force in Eh/bohr: 0.01875
Net charge: -2

Partial atomic charges computed with the Mulliken method, in multiples of e: Pd 1.588; C -1.084; N 0.431; C -0.467; C -0.624; N 0.467; C -0.776; C -0.283; Se -0.287; H 0.365; H 0.343; H 0.311; H 0.440; H 0.432; H 0.310; H -0.026; H 0.369; F -0.117; C -0.552; F -0.206; F -0.265; S 0.826; O -0.716; O -0.725; N -0.329; S 0.735; O -0.644; O -0.616; C 0.574; F -0.246; F -0.253; F -0.252; C -1.376; C -0.211; S 1.223; O -0.640; O -0.755; C -0.146; C -1.310; N 0.610; C 0.086; N 0.601; C -0.980; C -0.148; N 1.180; O -0.698; O -0.674; C -0.958; H 0.407; H 0.328; H 0.335; H 0.397; H 0.262; H 0.501; H -0.089; H 0.572; H 0.475; H 0.643; H 0.446; H 0.454; H -0.550; C -1.344; C 0.389; O -0.582; O -0.044; H 0.314; H 0.315; H 0.243

Here are the calculated HOMO level numbers, same order: -4.9, -2.3 (eV).
Here are the calculated Kohn-Sham gap numbers, same order: 5.7, 6.4 (eV).